{"formula": "H37O18", "method": "ωB97M-V with the def2-TZVPD basis set", "e_above_lowest_kcal_mol": 96.5, "e_homo_ev": -12.84, "charge": 1, "homo_lumo_gap_ha": 0.36806, "symbols": ["O", "H", "H", "O", "H", "O", "H", "H", "O", "H", "H", "O", "H", "H", "O", "H", "H", "O", "H", "H", "O", "H", "H", "O", "H", "H", "O", "H", "H", "O", "H", "H", "O", "H", "H", "O", "H", "H", "O", "H", "H", "O", "H", "H", "O", "H", "H", "O", "H", "H", "O", "H", "H", "H", "H"], "coordinates": [[0.62608, 3.30850, 4.22701], [0.25108, 0.73927, -4.65033], [3.62173, -4.06658, -0.16616], [3.01189, -3.40395, 0.19039], [0.94810, 4.14632, 3.86657], [5.49684, 0.70686, -1.28467], [5.59707, 0.48646, -2.21213], [-0.79196, 3.04291, -2.28179], [-2.85904, -2.77067, -2.15031], [-3.19661, 0.26058, -1.33454], [-3.12363, -3.50520, -2.72305], [-4.20776, 0.06163, 2.62489], [-4.78237, 0.77093, 2.92200], [-3.42164, 0.13838, 3.18121], [1.62230, -1.90669, 2.44660], [1.43669, -2.36739, 3.26889], [2.57615, -1.78469, 2.57285], [-1.92002, -4.21511, 2.67405], [-0.92569, 1.88575, 2.24831], [-1.82293, 2.01339, -2.81151], [-0.26497, 1.85723, -0.82913], [-0.86813, 1.12845, -1.02323], [-0.28133, 1.84425, 0.16485], [-0.37829, -1.96825, -2.84737], [0.18696, -2.67860, -2.53259], [-3.37912, 0.17504, -2.78526], [-1.23761, 2.73838, -3.16042], [-2.06586, -4.30920, 3.62168], [-3.12561, -3.14146, -1.29839], [1.02061, 3.45828, -2.37835], [1.27912, 2.95538, -1.60601], [1.22541, 3.11942, -3.24824], [-2.38126, 1.78490, 3.75423], [-1.53420, 1.36172, 3.91685], [-2.71351, 2.38237, 4.42479], [-0.19965, 0.61247, -3.81153], [-1.29333, -2.15658, -2.55426], [-0.01018, -0.16287, -3.25648], [2.72153, 0.20723, -3.26794], [3.42529, 0.38262, -2.63336], [1.92153, 0.23768, -2.73771], [1.14943, -4.48862, 1.80408], [0.20250, -4.36572, 1.70527], [1.42485, -3.58413, 2.09281], [-2.76385, 0.56498, -2.14587], [0.24207, 3.63377, 5.05154], [-0.60951, 1.96647, -3.52919], [-0.65522, 1.13060, 1.72235], [5.70463, -0.02705, -0.70503], [-1.47906, 0.71371, 1.44287], [2.25628, 3.13728, 1.22603], [1.87103, 2.26837, 1.14076], [2.68880, 3.41703, 0.41700], [-2.73110, -3.72586, 2.47731], [2.51545, -4.01000, 0.77968]], "forces_ev_per_angstrom": [[-0.3, 0.6, 0.2], [0.6, -1.2, 0.1], [0.2, 0.5, -0.3], [0.4, -1.1, 0.2], [0.2, -0.3, -0.4], [-0.6, 0.9, 0.1], [0.4, -0.5, 0.1], [0.3, -0.1, -1.4], [-0.7, -0.7, 0.2], [0.3, 0.4, 0.2], [0.2, 0.3, -0.4], [0.1, -0.5, -0.3], [0.0, 0.1, 0.0], [-0.3, 0.3, 0.0], [0.7, 0.0, 0.6], [-0.6, 0.2, 0.5], [0.0, 0.3, -0.6], [-0.7, 0.5, 0.3], [-0.2, 0.4, 0.2], [-1.1, 0.7, 0.1], [-0.4, -0.3, 0.9], [0.2, -0.1, -0.2], [0.1, 0.0, -0.5], [0.0, 0.6, -0.1], [0.0, 0.0, 0.1], [0.4, 0.1, -0.4], [-0.3, -1.1, 1.2], [0.6, -0.4, 0.2], [0.2, 0.4, 0.2], [-0.4, 1.8, 0.1], [0.4, -0.7, -0.6], [0.9, -0.6, 0.4], [-0.5, -0.3, -1.0], [0.1, 0.5, 1.0], [0.7, -0.1, 0.5], [-0.6, 1.6, -0.2], [0.5, -0.2, 0.0], [0.1, -0.8, -0.6], [-0.1, 0.2, -0.1], [0.1, 0.0, 0.1], [0.1, 0.0, 0.2], [0.2, 0.5, 0.6], [-0.4, -0.3, -0.1], [-0.3, -0.7, -0.5], [-0.7, -0.4, 0.1], [0.0, -0.4, 0.1], [0.1, 0.3, 0.4], [0.3, -0.2, -0.4], [0.1, -0.4, -0.4], [-0.1, 0.0, 0.3], [-0.2, 0.7, 0.5], [0.2, -0.4, -0.3], [0.0, -0.4, -0.1], [0.2, 0.0, -0.5], [-0.4, 0.5, -0.4]], "nbo_charge": [-0.9463, 0.5221, 0.4618, -0.9725, 0.4816, -0.9601, 0.4766, 0.5808, -0.9547, 0.4987, 0.4940, -0.9651, 0.4748, 0.4841, -0.9156, 0.4670, 0.4878, -0.9427, 0.5040, 0.5383, -1.0111, 0.4763, 0.5143, -1.0048, 0.4960, 0.5046, -0.8369, 0.4767, 0.4894, -0.9691, 0.5072, 0.4868, -0.9923, 0.5002, 0.5026, -0.9805, 0.5059, 0.5528, -0.9474, 0.4842, 0.4599, -0.9799, 0.4893, 0.4733, -0.9767, 0.4658, 0.5240, -0.9503, 0.4870, 0.4807, -0.9509, 0.4756, 0.4777, 0.4680, 0.4874]}

{"formula": "C13H22Br9F3N2O4", "method": "ωB97M-V with the def2-TZVPD basis set", "multiplicity": 2, "e_homo_ev": [-11.55, -11.55], "charge": 1, "homo_lumo_gap_ha": [0.31257, 0.10901], "symbols": ["C", "C", "O", "N", "C", "H", "H", "H", "H", "H", "H", "H", "C", "C", "O", "N", "C", "H", "H", "H", "H", "H", "H", "H", "C", "C", "O", "C", "O", "C", "F", "F", "F", "H", "H", "H", "H", "H", "C", "Br", "Br", "Br", "H", "C", "Br", "Br", "Br", "H", "C", "Br", "Br", "Br", "H"], "coordinates": [[18.16643, -3.73146, 21.46044], [17.07074, -3.17242, 22.41156], [16.85131, -3.52880, 23.55306], [16.42351, -2.13863, 21.83265], [15.29549, -1.46045, 22.53754], [18.86919, -2.94455, 21.18657], [17.71181, -4.06809, 20.52871], [18.63106, -4.59524, 21.93592], [16.50603, -2.07687, 20.82792], [15.64448, -1.27837, 23.55398], [14.32925, -1.96423, 22.56365], [15.02506, -0.58613, 21.94549], [14.99028, -3.08152, 16.94448], [14.91710, -2.02113, 18.05346], [15.82639, -2.05750, 18.95001], [13.84599, -1.22991, 17.99413], [13.66177, -0.19941, 19.00523], [14.07371, -3.08170, 16.35457], [15.16381, -4.11198, 17.25456], [15.83925, -2.73836, 16.35322], [13.16793, -1.44705, 17.27776], [13.55139, -0.73359, 19.94892], [12.83690, 0.51247, 19.03543], [14.43287, 0.55206, 19.17493], [18.19713, -5.27935, 17.51241], [18.43211, -6.54557, 18.28856], [18.86341, -7.49161, 17.31618], [19.12507, -8.76035, 17.76810], [19.20617, -9.12444, 18.94626], [19.55949, -9.78042, 16.66686], [18.98785, -10.96021, 16.99709], [19.15049, -9.39224, 15.38341], [20.86650, -9.86544, 16.56996], [17.65160, -5.41505, 16.57856], [19.20317, -4.99191, 17.20688], [17.90470, -4.38541, 18.06329], [17.61898, -6.82429, 18.95881], [19.23570, -6.52013, 19.02456], [23.03924, -4.31486, 19.80836], [23.87643, -4.58837, 18.04324], [21.21103, -5.13385, 20.10036], [22.82837, -2.41317, 20.29676], [23.67292, -4.75621, 20.57763], [16.88593, -7.53418, 22.48523], [16.84942, -8.89938, 24.00807], [15.27235, -7.69241, 21.37388], [18.62358, -7.72984, 21.43636], [16.92221, -6.53500, 22.91931], [17.91653, -12.23363, 20.75622], [16.23355, -11.25283, 21.16313], [17.35186, -14.13958, 20.07422], [19.07112, -12.21036, 22.40255], [18.43772, -11.78896, 19.90844]], "forces_ev_per_angstrom": [[-0.8, -0.7, 0.7], [2.5, -0.3, -1.5], [-0.4, 0.0, 0.1], [-2.7, 0.6, 1.7], [0.8, 0.2, -1.0], [0.1, 0.1, 0.4], [-0.2, 0.0, 0.0], [0.2, 0.2, -0.1], [-0.3, 0.4, -1.1], [-0.2, 0.2, 0.0], [0.3, -0.9, 0.0], [0.6, 0.3, 0.2], [-0.2, 0.9, 0.1], [1.7, -2.7, 1.2], [-2.1, 1.0, -1.2], [0.5, 1.3, 0.3], [-0.3, 0.3, 1.8], [0.2, 0.1, -0.3], [0.2, 0.3, 0.5], [-0.1, -0.3, -0.4], [0.0, 0.4, 0.2], [0.1, 0.1, 0.3], [-0.8, -0.8, -1.3], [1.0, -0.7, -0.7], [1.6, 0.6, -0.3], [0.1, 0.4, 1.1], [-0.4, -3.0, 0.1], [0.9, 0.6, 2.1], [-0.6, 1.1, -3.2], [-1.6, 0.8, -1.7], [0.8, 0.8, -0.7], [0.0, -0.7, 2.0], [0.3, -0.4, 0.6], [-0.4, -0.1, 0.4], [0.1, 0.1, -0.4], [-0.6, -0.4, 0.3], [-0.6, -0.8, -0.8], [0.2, 0.7, -0.2], [-0.6, 0.4, 0.1], [-0.9, 0.1, 1.3], [1.4, 0.2, -0.5], [0.3, -0.8, -0.4], [-0.1, 0.0, -0.4], [0.7, -1.2, 0.3], [0.1, 1.5, -1.4], [1.0, 0.2, 0.5], [-1.8, 0.1, 1.3], [-0.1, -0.4, 0.0], [-1.0, -1.2, 0.7], [1.2, -0.6, -0.5], [0.9, 2.0, 0.9], [-0.9, -0.2, -1.6], [-0.1, 0.0, 0.4]], "mulliken_spin": [0.0183, -0.0813, 0.5056, 0.5445, -0.0031, 0.0057, -0.0115, 0.0020, -0.0440, 0.0209, 0.0326, 0.0077, 0.0000, -0.0003, 0.0010, 0.0011, 0.0000, 0.0000, 0.0000, 0.0000, -0.0001, 0.0001, 0.0000, 0.0000, -0.0007, 0.0002, -0.0001, -0.0001, 0.0000, 0.0000, 0.0000, 0.0000, 0.0000, 0.0000, 0.0000, -0.0001, 0.0001, 0.0003, 0.0000, 0.0001, 0.0014, 0.0000, 0.0000, 0.0000, 0.0000, 0.0000, -0.0002, -0.0003, 0.0000, 0.0000, 0.0000, 0.0000, 0.0000]}

{"formula": "C20H39FO34S8", "method": "ωB97M-V with the def2-TZVPD basis set", "e_above_lowest_kcal_mol": 0.0, "e_homo_ev": -10.26, "homo_lumo_gap_ha": 0.37804, "smiles": "O=S1(=O)OCCO1.O=S1(=O)OCCO1.O=S1(=O)OCCO1.O=S1(=O)OCCO1.O=S1(=O)OCCO1.O=S1(=O)OCCO1.O=S1(=O)OCCO1.O=S1(=O)OCCO1.COC(=O)CCF", "symbols": ["C", "O", "C", "O", "C", "C", "F", "H", "H", "H", "H", "H", "H", "H", "C", "C", "O", "S", "O", "O", "O", "H", "H", "H", "H", "C", "C", "O", "S", "O", "O", "O", "H", "H", "H", "H", "C", "C", "O", "S", "O", "O", "O", "H", "H", "H", "H", "C", "C", "O", "S", "O", "O", "O", "H", "H", "H", "H", "C", "C", "O", "S", "O", "O", "O", "H", "H", "H", "H", "C", "C", "O", "S", "O", "O", "O", "H", "H", "H", "H", "C", "C", "O", "S", "O", "O", "O", "H", "H", "H", "H", "C", "C", "O", "S", "O", "O", "O", "H", "H", "H", "H"], "coordinates": [[-3.33435, -0.29321, -1.27308], [-2.23604, -0.12318, -2.17793], [-1.83120, -1.28564, -2.74484], [-2.47547, -2.31304, -2.70184], [-0.45696, -1.14628, -3.37890], [0.62454, -1.41350, -2.32637], [0.90496, -0.20726, -1.68946], [-4.21128, -0.73025, -1.75369], [-3.60944, 0.71069, -0.94414], [-3.06669, -0.86643, -0.37247], [-0.35462, -1.73049, -4.29268], [-0.33955, -0.09160, -3.65579], [0.33301, -2.13382, -1.55795], [1.53059, -1.72063, -2.85806], [0.67507, 3.46935, -0.29087], [0.22214, 2.24861, 0.47479], [-0.67789, 2.76209, 1.47510], [-1.44382, 4.04161, 0.89119], [-2.71954, 3.63288, 0.40999], [-1.30044, 5.10984, 1.81292], [-0.49821, 4.30297, -0.37159], [1.44772, 4.01912, 0.25337], [1.03702, 3.21530, -1.28739], [1.04744, 1.71699, 0.94026], [-0.33633, 1.56248, -0.16570], [4.97038, 3.38849, -3.88895], [3.87567, 4.36728, -4.25144], [2.75555, 3.54257, -4.59512], [2.79856, 2.20447, -3.71229], [1.92414, 2.36955, -2.60021], [2.69513, 1.08818, -4.58192], [4.30183, 2.32859, -3.18892], [5.43910, 2.96788, -4.77890], [5.73324, 3.83782, -3.25598], [4.14713, 5.00867, -5.08307], [3.59608, 4.98180, -3.39157], [-2.12995, -2.85555, 1.83838], [-2.64671, -4.01413, 2.65962], [-3.39182, -3.40305, 3.72181], [-4.06287, -2.04483, 3.18704], [-5.40617, -2.32124, 2.82920], [-3.71262, -0.99954, 4.08093], [-3.20050, -1.89679, 1.84028], [-1.25705, -2.39297, 2.30499], [-1.88326, -3.14729, 0.81996], [-1.84823, -4.63039, 3.06075], [-3.33196, -4.63539, 2.07769], [6.91227, 2.23633, -9.17549], [6.47888, 1.04508, -8.34734], [5.63453, 1.60206, -7.33277], [4.85309, 2.87241, -7.92742], [3.56011, 2.46871, -8.33485], [5.06045, 3.96899, -7.04750], [5.75557, 3.07828, -9.23863], [7.71374, 2.79203, -8.68382], [7.22950, 1.95401, -10.17600], [7.31813, 0.51996, -7.89942], [5.88466, 0.34383, -8.93711], [7.56402, 1.36346, 1.10932], [6.34891, 0.55367, 1.51049], [5.23401, 1.33003, 1.05876], [5.63882, 2.11626, -0.28420], [5.17629, 1.39097, -1.40900], [5.33322, 3.49105, -0.10600], [7.23087, 1.91629, -0.16915], [7.73873, 2.18792, 1.80377], [8.46260, 0.75616, 1.03582], [6.29088, 0.39194, 2.58350], [6.32397, -0.40964, 0.99587], [0.38896, -6.27780, 7.40601], [-1.10795, -6.12027, 7.24810], [-1.25786, -5.01022, 6.35131], [-0.03152, -4.99013, 5.31588], [-0.45093, -5.62091, 4.11212], [0.54888, -3.69895, 5.33198], [0.92388, -6.00757, 6.10270], [0.79685, -5.54232, 8.10211], [0.66875, -7.27653, 7.73049], [-1.61028, -5.92047, 8.19091], [-1.55408, -6.99955, 6.77864], [-5.54813, 4.47551, -2.64887], [-4.60712, 3.38006, -2.19868], [-5.44326, 2.21995, -2.07374], [-6.61628, 2.28393, -3.16703], [-6.23902, 1.50335, -4.29026], [-7.85643, 2.10411, -2.50485], [-6.45206, 3.83379, -3.55770], [-6.12804, 4.87063, -1.81220], [-5.02786, 5.29066, -3.14525], [-4.12238, 3.60607, -1.25264], [-3.84637, 3.17099, -2.95469], [-4.72437, -3.78236, 7.02348], [-5.09992, -2.41357, 7.54579], [-6.48973, -2.52728, 7.87869], [-6.80098, -4.02064, 8.37920], [-6.78116, -4.04283, 9.79799], [-7.89380, -4.52554, 7.63270], [-5.44503, -4.70519, 7.85058], [-5.05320, -3.91836, 5.99130], [-3.65547, -3.97094, 7.08915], [-4.94304, -1.62854, 6.81009], [-4.55074, -2.17067, 8.45873]], "forces_ev_per_angstrom": [[-0.7, 0.6, 0.6], [0.2, -0.9, 0.1], [-0.3, -0.4, -0.4], [0.6, 0.7, 0.2], [-0.6, 0.8, 0.4], [0.1, 0.2, -0.8], [0.0, -0.1, 0.3], [0.3, -0.1, -0.1], [0.1, -0.1, -0.1], [0.1, 0.0, -0.5], [-0.1, -0.3, 0.3], [0.1, -0.2, -0.1], [0.1, 0.0, -0.2], [0.0, -0.1, 0.4], [0.5, 0.1, 0.1], [-0.2, -0.3, -0.5], [0.0, 0.5, 0.0], [0.7, -0.3, -0.1], [-0.1, 0.2, 0.1], [-0.3, 0.0, 0.1], [-0.4, -0.3, 0.2], [0.0, 0.0, 0.0], [-0.5, 0.4, 0.5], [-0.1, 0.1, 0.2], [0.1, 0.0, 0.0], [0.3, 0.0, -0.5], [0.1, 0.4, 0.5], [0.1, -0.4, -0.1], [0.6, 0.5, -0.3], [0.3, -0.5, -0.5], [-0.3, -0.1, 0.1], [-1.3, 0.9, -1.4], [0.0, 0.1, 0.0], [-0.1, -0.2, 0.2], [-0.2, -0.2, -0.2], [0.0, 0.0, 0.0], [0.5, 0.1, 0.2], [-0.2, -0.4, -0.6], [0.2, 0.5, 0.1], [0.3, -0.3, -0.3], [-0.1, 0.3, 0.1], [-0.2, 0.0, 0.2], [-0.3, -0.3, 0.3], [0.0, 0.0, 0.0], [-0.2, 0.1, -0.1], [-0.2, 0.2, 0.1], [0.0, 0.0, 0.0], [0.5, 0.1, 0.2], [-0.2, -0.3, -0.4], [0.2, 0.5, 0.0], [0.2, -0.4, -0.3], [-0.1, 0.3, 0.0], [-0.1, 0.0, 0.0], [-0.2, -0.3, 0.2], [0.0, 0.0, 0.0], [-0.2, 0.1, -0.1], [-0.1, 0.1, 0.2], [0.0, 0.0, 0.0], [0.1, 0.2, 0.4], [0.1, -0.5, -0.2], [0.2, 0.5, 0.0], [0.2, -0.4, 0.3], [0.8, -0.5, 1.4], [-0.2, 0.0, -0.1], [-0.3, -0.2, -0.1], [0.0, 0.0, 0.0], [0.0, 0.0, -0.2], [-0.2, 0.2, 0.0], [0.0, 0.0, 0.0], [0.0, 0.2, 0.5], [-0.1, -0.5, -0.1], [0.4, 0.2, 0.0], [0.0, -0.4, 0.7], [0.4, 0.1, 0.0], [-0.1, 0.1, -0.3], [-0.4, 0.0, -0.2], [0.0, 0.0, 0.0], [0.1, 0.0, -0.2], [0.0, 0.2, -0.1], [0.0, 0.0, 0.0], [-0.1, 0.2, 0.4], [0.4, 0.1, -0.3], [-0.5, 0.2, 0.0], [0.4, 0.3, 0.2], [-0.2, -0.1, -0.1], [0.0, -0.2, -0.1], [0.2, -0.3, -0.1], [0.0, 0.0, 0.0], [-0.1, -0.1, -0.2], [-0.2, -0.2, 0.0], [0.0, 0.0, 0.0], [0.0, 0.1, -0.6], [0.4, 0.1, 0.3], [-0.1, -0.4, -0.2], [0.3, 0.3, -0.2], [-0.1, -0.2, 0.0], [-0.1, 0.0, 0.2], [-0.1, 0.3, 0.3], [0.0, 0.0, 0.0], [-0.1, -0.1, 0.1], [-0.3, 0.0, 0.0], [0.0, 0.0, 0.0]], "mulliken_charge": [-0.1443, -0.2055, 0.4567, -0.6188, -0.3726, -0.3847, -0.1873, 0.3631, 0.0678, -0.0446, 0.4500, 0.1540, 0.2835, 0.2531, 0.0009, -0.0803, -0.3471, 1.0015, -0.4771, -0.5886, -0.3292, 0.2297, 0.2407, 0.3664, 0.0947, -0.1106, -0.5103, -0.3359, 0.9511, -0.6286, -0.5553, -0.1126, 0.0763, 0.3444, 0.3423, 0.3574, -0.2902, -0.2524, -0.1599, 0.9761, -0.5743, -0.5477, -0.1882, 0.3076, 0.3823, 0.0779, 0.3115, -0.3660, -0.3554, -0.2719, 1.1421, -0.5620, -0.5137, -0.3137, 0.2762, 0.3210, 0.3058, 0.3010, -0.3674, -0.3746, -0.3069, 1.3213, -0.4823, -0.6276, -0.3393, 0.3034, 0.3130, 0.3159, 0.2735, -0.4078, -0.3462, -0.2079, 1.0980, -0.6294, -0.5639, -0.3086, 0.3099, 0.3144, 0.3475, 0.2882, -0.3861, 0.0394, -0.2089, 1.0968, -0.5592, -0.5439, -0.3261, 0.3211, 0.3186, 0.1065, 0.2219, -0.0212, -0.2930, -0.3295, 1.0914, -0.5387, -0.5383, -0.3018, 0.2276, 0.0932, 0.2812, 0.3196]}

no.,molecular weight (g mol⁻¹)
1,325.3
2,1046.5
3,1099.0